Entry 1:
The following is a quantum chemistry calculation of C22H40F6HgN2O13S9 as an isolated structure in a non-equilibrium geometry, from the OMol25 dataset.

Geometry (Å):
Hg (9.484, 15.698, 10.852)
N (8.878, 16.676, 9.045)
S (8.017, 18.034, 9.295)
O (7.691, 18.813, 8.218)
O (8.500, 18.739, 10.447)
F (6.673, 17.434, 9.932)
S (8.932, 16.147, 7.519)
O (9.198, 17.076, 6.472)
O (8.067, 15.056, 7.213)
F (10.302, 15.347, 7.644)
N (10.538, 13.825, 11.696)
S (11.636, 13.180, 10.742)
O (11.044, 12.994, 9.464)
O (12.627, 12.401, 11.426)
F (12.360, 14.925, 10.567)
S (10.343, 13.473, 13.337)
O (11.026, 14.430, 14.190)
O (10.484, 12.089, 13.695)
F (8.841, 13.807, 13.319)
F (13.567, 16.413, 17.193)
C (14.089, 16.216, 15.919)
C (14.510, 17.341, 15.234)
C (14.953, 17.136, 13.940)
C (14.976, 15.850, 13.378)
C (14.572, 14.756, 14.119)
C (14.095, 14.946, 15.405)
H (14.424, 18.300, 15.685)
H (15.303, 17.933, 13.282)
H (15.323, 15.739, 12.353)
H (14.543, 13.736, 13.685)
H (13.661, 14.107, 15.914)
F (11.532, 7.532, 13.577)
C (12.225, 8.493, 14.259)
C (12.271, 8.347, 15.627)
C (12.976, 9.379, 16.242)
C (13.607, 10.411, 15.557)
C (13.472, 10.509, 14.129)
C (12.830, 9.482, 13.490)
H (11.662, 7.636, 16.146)
H (12.837, 9.379, 17.342)
H (14.136, 11.227, 16.080)
H (13.885, 11.368, 13.515)
H (12.568, 9.537, 12.458)
C (11.203, 13.498, 17.531)
S (10.443, 12.087, 18.365)
O (9.304, 12.581, 19.119)
C (9.788, 11.341, 16.851)
H (11.764, 14.080, 18.249)
H (10.471, 14.112, 17.014)
H (11.907, 13.139, 16.796)
H (10.575, 10.869, 16.221)
H (9.322, 12.163, 16.282)
H (9.146, 10.526, 16.995)
C (5.808, 13.446, 9.596)
S (7.111, 13.347, 10.859)
O (7.404, 14.852, 10.971)
C (6.043, 12.954, 12.261)
H (5.313, 12.469, 9.544)
H (6.312, 13.735, 8.698)
H (5.065, 14.190, 9.880)
H (5.147, 13.594, 12.228)
H (6.547, 13.077, 13.247)
H (5.715, 11.901, 12.250)
C (13.901, 18.290, 10.171)
S (12.059, 18.564, 10.223)
O (11.574, 17.317, 10.939)
C (11.927, 18.148, 8.465)
H (14.034, 17.255, 9.929)
H (14.320, 18.413, 11.179)
H (14.414, 18.914, 9.475)
H (10.980, 17.696, 8.295)
H (12.656, 17.366, 8.182)
H (12.149, 19.096, 7.983)
C (8.053, 7.803, 10.979)
S (7.603, 9.460, 11.500)
O (6.089, 9.481, 11.365)
C (7.879, 9.340, 13.229)
H (9.103, 7.771, 10.727)
H (7.498, 7.598, 10.048)
H (7.835, 6.974, 11.617)
H (7.448, 10.121, 13.835)
H (8.891, 9.244, 13.588)
H (7.364, 8.403, 13.452)
C (11.235, 17.735, 13.983)
S (9.519, 18.010, 13.380)
O (8.990, 16.625, 12.959)
C (8.610, 18.283, 14.955)
H (11.678, 18.622, 14.409)
H (11.810, 17.355, 13.140)
H (11.177, 16.863, 14.646)
H (8.835, 19.203, 15.491)
H (8.908, 17.486, 15.613)
H (7.559, 18.229, 14.777)

Properties
Molar mass, g mol⁻¹: 1143.74
HOMO-LUMO gap, eV: 8.5
Calculated total energy, hartree: -6285.9848


Entry 2:
The following is a quantum chemistry calculation of C22H41CaN6O7PS2Te as an isolated structure in a non-equilibrium geometry, from the OMol25 dataset.

Geometry (Å):
Ca (0.486, -0.896, -0.195)
N (-2.148, -1.641, 2.629)
C (-2.983, -0.449, 2.466)
C (-2.991, 0.166, 1.076)
N (-1.669, 0.626, 0.672)
C (-1.172, 1.836, 1.337)
C (0.091, 1.559, 2.143)
N (1.092, 0.962, 1.251)
H (-2.452, -2.357, 1.975)
H (-1.205, -1.427, 2.313)
H (-4.012, -0.701, 2.737)
H (-2.654, 0.306, 3.188)
H (-3.313, -0.586, 0.352)
H (-3.728, 0.986, 1.065)
H (-1.643, 0.761, -0.337)
H (-0.925, 2.587, 0.581)
H (-1.944, 2.256, 1.993)
H (0.435, 2.490, 2.606)
H (-0.135, 0.848, 2.946)
H (1.364, 1.665, 0.549)
H (1.937, 0.691, 1.743)
C (3.220, -0.942, -3.086)
C (2.748, -2.080, -2.192)
C (3.080, -3.438, -2.773)
O (1.306, -2.012, -2.014)
C (3.421, -1.903, -0.802)
O (4.539, -2.393, -0.636)
O (2.744, -1.249, 0.066)
H (2.774, -1.035, -4.080)
H (4.307, -0.996, -3.174)
H (2.934, 0.029, -2.680)
H (2.663, -3.518, -3.779)
H (2.640, -4.231, -2.164)
H (4.161, -3.571, -2.799)
H (0.917, -1.448, -2.708)
S (0.046, 1.002, -2.357)
C (0.703, 2.625, -2.388)
S (1.568, 3.274, -1.056)
C (0.592, 3.341, -3.592)
C (-0.027, 2.800, -4.778)
N (-0.487, 2.430, -5.771)
C (1.090, 4.689, -3.729)
N (1.445, 5.780, -3.863)
C (-5.540, -4.176, -0.269)
C (-4.342, -4.244, -1.187)
O (-3.389, -3.300, -0.701)
P (-1.794, -3.392, -0.896)
O (-1.333, -1.973, -0.665)
Te (-1.270, -4.642, -2.827)
O (-1.381, -4.161, 0.443)
C (-1.026, -5.528, 0.625)
C (-2.129, -6.234, 1.381)
H (-6.329, -4.843, -0.628)
H (-5.937, -3.161, -0.227)
H (-5.268, -4.473, 0.746)
H (-4.606, -3.987, -2.212)
H (-3.918, -5.248, -1.216)
H (-0.094, -5.534, 1.196)
H (-0.834, -6.006, -0.335)
H (-2.312, -5.756, 2.346)
H (-1.858, -7.281, 1.554)
H (-3.060, -6.213, 0.810)
O (0.692, -2.207, 1.613)
C (1.808, -2.442, 2.059)
C (2.547, -3.696, 1.722)
C (2.495, -4.573, 2.998)
C (1.258, -4.366, 3.904)
C (1.401, -3.216, 4.922)
C (1.369, -1.815, 4.310)
N (2.274, -1.732, 3.151)
H (3.569, -3.475, 1.404)
H (2.033, -4.165, 0.884)
H (3.391, -4.383, 3.599)
H (2.554, -5.619, 2.692)
H (1.071, -5.289, 4.455)
H (0.366, -4.190, 3.291)
H (2.347, -3.352, 5.461)
H (0.602, -3.284, 5.665)
H (1.657, -1.058, 5.039)
H (0.365, -1.573, 3.966)
H (3.220, -2.008, 3.384)

Properties
Molar mass, g mol⁻¹: 764.39
HOMO-LUMO gap, eV: 5.5
Calculated total energy, hartree: -3801.8684
Charge: -2


Entry 3:
The following is a quantum chemistry calculation of a 11-piece molecular cluster, C22H41F21N4O16S2 overall in a non-equilibrium geometry, from the OMol25 dataset.

Geometry (Å):
N (-4.029, 0.930, 1.738)
H (-4.941, 0.666, 1.394)
H (-4.027, 1.896, 2.031)
H (-3.343, 0.821, 1.005)
H (-3.774, 0.349, 2.524)
N (-4.057, -2.433, 1.486)
H (-3.986, -1.805, 0.697)
H (-3.803, -3.380, 1.246)
H (-4.951, -2.487, 1.953)
H (-3.398, -2.060, 2.155)
N (-1.449, -2.396, 3.748)
H (-0.696, -2.513, 4.411)
H (-1.858, -3.266, 3.439)
H (-1.105, -1.917, 2.929)
H (-2.178, -1.788, 4.094)
N (-2.762, -3.462, -1.926)
H (-3.451, -2.927, -2.434)
H (-2.059, -2.825, -1.579)
H (-2.221, -4.112, -2.479)
H (-3.206, -3.865, -1.113)
C (0.508, 0.480, -0.216)
F (0.226, 0.990, -1.446)
F (1.719, 0.021, -0.126)
F (0.410, 1.504, 0.664)
S (-0.864, -0.840, 0.234)
O (-0.926, -1.811, -0.867)
O (-0.455, -1.422, 1.487)
O (-2.143, -0.090, 0.336)
C (-6.787, -0.147, -2.286)
F (-7.722, 0.211, -1.370)
F (-7.333, -0.728, -3.404)
F (-6.175, 0.946, -2.780)
S (-5.550, -1.499, -1.557)
O (-4.684, -0.796, -0.559)
O (-6.409, -2.472, -0.962)
O (-4.784, -2.016, -2.704)
C (2.013, -0.835, -3.387)
C (0.856, -1.233, -4.379)
O (1.051, -0.409, -5.541)
C (1.733, -0.901, -6.606)
O (2.070, -2.052, -6.690)
C (1.953, 0.109, -7.742)
F (3.240, 0.608, -7.763)
F (1.713, -0.513, -8.923)
F (1.155, 1.127, -7.781)
H (1.630, -1.205, -2.436)
H (2.147, 0.236, -3.237)
H (2.980, -1.308, -3.555)
H (-0.140, -0.930, -4.059)
H (0.874, -2.306, -4.574)
C (0.437, 6.344, -1.554)
C (0.069, 5.294, -0.460)
O (0.975, 4.241, -0.482)
C (2.048, 4.179, 0.303)
O (2.340, 5.051, 1.142)
C (3.051, 3.035, 0.082)
F (2.994, 2.154, 1.120)
F (2.804, 2.447, -1.066)
F (4.279, 3.588, 0.116)
H (0.096, 7.318, -1.204)
H (0.075, 6.177, -2.568)
H (1.514, 6.512, -1.547)
H (-0.931, 4.885, -0.604)
H (-0.042, 5.617, 0.575)
C (7.501, -2.098, 3.867)
C (6.913, -2.599, 2.595)
O (6.340, -1.510, 1.875)
C (6.182, -1.520, 0.526)
O (6.456, -2.503, -0.161)
C (5.621, -0.221, -0.092)
F (5.446, 0.763, 0.798)
F (6.460, 0.309, -1.031)
F (4.481, -0.487, -0.668)
H (6.726, -1.513, 4.362)
H (8.384, -1.471, 3.743)
H (7.782, -2.841, 4.613)
H (6.210, -3.403, 2.808)
H (7.657, -3.094, 1.971)
C (-3.307, 1.842, -2.170)
C (-2.442, 3.032, -1.771)
O (-3.169, 4.150, -1.507)
C (-3.943, 4.316, -0.429)
O (-4.291, 3.355, 0.262)
C (-4.482, 5.733, -0.010)
F (-4.438, 6.514, -1.083)
F (-5.687, 5.683, 0.506)
F (-3.648, 6.200, 0.911)
H (-2.715, 0.960, -2.410)
H (-3.934, 2.154, -3.005)
H (-3.898, 1.461, -1.337)
H (-1.770, 3.349, -2.569)
H (-1.713, 2.915, -0.970)
C (0.426, -4.785, 5.056)
C (1.778, -4.082, 5.194)
O (1.719, -2.832, 4.495)
C (2.906, -2.245, 4.168)
O (4.005, -2.779, 4.216)
C (2.735, -0.824, 3.654)
F (1.443, -0.477, 3.581)
F (3.272, 0.018, 4.563)
F (3.295, -0.792, 2.435)
H (0.035, -4.720, 4.041)
H (-0.309, -4.405, 5.765)
H (0.594, -5.828, 5.323)
H (2.529, -4.717, 4.723)
H (2.130, -3.993, 6.221)

Properties
Molar mass, g mol⁻¹: 1080.67
HOMO-LUMO gap (spin up / spin down), eV: 4.8 / 9.2
⟨S²⟩: 0.75
Calculated total energy, hartree: -5179.0506
2S+1: 2
Charge: +1